Entry 1:
Entry from OMol25: a 3-piece molecular cluster, C26H59BClN2O18P4 overall (ωB97M-V with the def2-TZVPD basis set).

Results
- HOMO (eV) = -11.33
- net charge = +1
- E (a.u.) = -4340.3297
- energy above the lowest of the compared OMol25 structures with the same formula, charge and spin (kcal per mole) = 0.0

XYZ file:
```
111
Properties=species:S:1:pos:R:3:lowdin_charge:R:1
C 5.0099 0.2119 4.2687 -0.060
C 4.6077 1.4767 5.0196 -0.249
O 3.5824 2.1810 4.3262 -0.149
C 2.4021 2.4265 5.0485 -0.177
C 1.2426 1.4863 4.6861 -0.163
O 1.6777 0.2480 4.1195 -0.137
C 0.5408 -0.5811 3.9946 -0.203
C 0.7105 -1.6220 2.9190 -0.144
O 1.0755 -1.1369 1.6182 -0.193
C 1.1609 0.2497 1.4030 -0.249
C 0.8091 0.5011 -0.0800 -0.415
P 2.4516 0.3247 -1.0826 1.055
C 3.2795 -1.1336 -0.3372 -0.272
C 2.0088 -0.2057 -2.8063 -0.419
C 2.9463 -1.2817 -3.3593 -0.145
N 0.3209 1.9814 -0.1199 -0.006
P 1.3157 3.2462 0.7415 0.470
O 0.6957 3.3906 2.0386 -0.165
O 2.7981 2.7755 0.7407 -0.087
O 1.1665 4.4700 -0.2520 -0.068
C -0.1473 2.4163 -1.5079 -0.259
O 0.9896 2.5702 -2.3072 -0.009
C -1.1720 1.4473 -2.0788 -0.260
C -2.5965 1.8674 -1.6619 -0.168
N -3.5180 0.9853 -2.3426 -0.087
C -4.9271 1.1226 -1.9833 -0.082
B -1.1917 1.5821 -3.6915 -0.628
O -1.2059 2.8668 -4.1912 0.200
O -1.2474 0.4559 -4.4378 0.069
C -0.4019 0.2547 -5.5888 -0.195
C -0.3251 -1.2353 -5.8719 -0.043
O -0.9252 0.0723 -1.7727 -0.223
C -0.4211 -0.3448 -0.5159 -0.606
P -1.7715 -0.2163 0.7601 0.878
O -1.6999 1.1106 1.4606 -0.399
P 0.0678 -2.1906 -0.8922 0.679
O -0.4522 -2.9454 0.4602 -0.386
Cl -1.5442 -2.6504 -2.0591 0.364
H 6.0906 0.0860 4.2455 0.073
H 4.5360 -0.6648 4.7106 0.059
H 4.6223 0.2938 3.2519 0.067
H 5.4624 2.1477 5.1424 0.117
H 4.2507 1.2285 6.0234 0.107
H 2.5889 2.4039 6.1263 0.118
H 2.0758 3.4411 4.8064 0.124
H 0.6748 1.2509 5.5957 0.129
H 0.5641 1.9950 3.9947 0.099
H 0.3582 -1.1267 4.9313 0.141
H -0.3502 0.0377 3.8206 0.123
H -0.2259 -2.1859 2.8455 0.109
H 1.4860 -2.3358 3.2078 0.141
H 2.1741 0.6169 1.5915 0.108
H 0.5004 0.8230 2.0507 0.090
H 2.8509 -2.1001 -0.5885 0.011
H 3.3529 -1.0193 0.7409 0.037
H 4.2948 -1.0951 -0.7376 0.048
H 2.1091 0.6975 -3.4077 0.060
H 0.9766 -0.5388 -2.9020 0.044
H 3.9974 -1.0067 -3.2596 0.074
H 2.7773 -2.2474 -2.8840 0.062
H 2.7540 -1.4125 -4.4262 0.067
H -0.5403 1.9696 0.5001 0.106
H 3.3675 2.9292 -0.0253 0.096
H 1.9778 4.9434 -0.4756 0.118
H -0.6644 3.3632 -1.3569 0.167
H 1.0650 3.5008 -2.5416 0.121
H -2.7425 2.8819 -2.0526 0.142
H -2.7325 1.9403 -0.5720 0.109
H -3.2005 0.0254 -2.3057 0.089
H -5.3139 0.2278 -1.4901 0.082
H -5.0666 1.9668 -1.3050 0.087
H -5.5387 1.3171 -2.8667 0.066
H -0.5813 3.0568 -4.8975 0.123
H 0.5891 0.6591 -5.3650 0.116
H -0.8351 0.7929 -6.4356 0.129
H -1.2310 -1.7159 -5.5051 0.083
H 0.5251 -1.6994 -5.3695 0.062
H -0.2240 -1.4228 -6.9404 0.084
H -2.9196 -0.4131 -0.0192 0.039
H -1.7231 -1.3363 1.5926 0.029
H 0.2731 -3.4235 0.8811 0.065
C 2.7994 -6.7476 7.6403 -0.064
C 1.9469 -6.0507 8.6758 -0.201
O 2.4713 -4.7503 9.0155 0.044
C 2.2257 -3.7838 8.1425 -0.611
O 1.5846 -3.8788 7.1234 0.107
O 2.7955 -2.6598 8.5878 0.012
C 2.6168 -1.5414 7.7230 -0.046
H 3.8336 -6.8116 7.9792 0.084
H 2.4247 -7.7585 7.4787 0.082
H 2.7738 -6.2133 6.6918 0.073
H 1.9530 -6.5917 9.6192 0.125
H 0.9151 -5.9420 8.3433 0.123
H 1.5618 -1.3806 7.5071 0.090
H 3.1672 -1.6837 6.7929 0.089
H 3.0133 -0.6791 8.2521 0.095
C -4.3071 1.6845 -5.6187 -0.059
C -5.1262 0.4940 -6.0607 -0.202
O -6.3238 0.8822 -6.7562 0.039
C -6.1432 1.2565 -8.0244 -0.612
O -5.0933 1.2609 -8.6175 0.117
O -7.3229 1.6064 -8.5282 0.008
C -7.2826 2.0587 -9.8879 -0.031
H -4.9087 2.3604 -5.0086 0.084
H -3.4621 1.3319 -5.0289 0.047
H -3.9332 2.2398 -6.4784 0.083
H -5.4867 -0.0733 -5.2035 0.120
H -4.5460 -0.1737 -6.6977 0.124
H -6.7967 1.3210 -10.5223 0.096
H -6.7484 3.0049 -9.9548 0.098
H -8.3197 2.1893 -10.1792 0.095
```

Entry 2:
Entry from OMol25: C3H6BrIO as an isolated structure in a non-equilibrium geometry (ωB97M-V with the def2-TZVPD basis set).

Results
- HOMO (spin up / spin down) (eV) = -7.60 / -7.11
- net charge = 0
- E (a.u.) = -3064.7077
- energy above the lowest of the compared OMol25 structures with the same formula, charge and spin (kcal per mole) = 79.8

XYZ file:
```
12
Properties=species:S:1:pos:R:3:lowdin_charge:R:1
C -1.2555 0.4903 0.4772 -0.183
C -0.7732 -0.5202 -0.3928 -0.262
C 1.7323 0.3771 -0.6350 -1.265
O -0.4707 -1.7702 0.1017 -0.074
Br 1.5558 2.0230 0.2030 0.588
I 2.9830 -1.1064 0.1419 0.724
H -0.9985 0.3915 1.6557 0.145
H -1.0129 1.4461 0.0184 0.018
H -2.3848 0.4874 0.5762 0.099
H -0.7999 -0.4249 -1.4844 0.126
H 1.6916 0.5235 -1.7279 -0.039
H -0.2674 -1.9171 1.0661 0.124
```

Entry 3:
Entry from OMol25: a 10-piece molecular cluster, C33H93N7O10 overall in a non-equilibrium geometry (ωB97M-V with the def2-TZVPD basis set).

Results
- structure (SMILES) = COC[C@H](C)N.COC[C@H](C)N.COC[C@H](C)N.COC[C@H](C)N.COC[C@H](C)N.COC[C@H](C)N.COC[C@H](C)N.CC(C)O.CO.CO
- HOMO (eV) = -9.02
- net charge = 0
- E (a.u.) = -2448.5721
- energy above the lowest of the compared OMol25 structures with the same formula, charge and spin (kcal per mole) = 0.0

XYZ file:
```
143
Properties=species:S:1:pos:R:3:lowdin_charge:R:1
C 5.2528 -0.9459 -0.5414 -0.059
C 5.0558 -1.5572 -1.9040 -0.481
C 4.4403 -2.9461 -1.7751 -0.044
O 4.1221 -0.7464 -2.5911 -0.074
H 4.3020 -0.6805 -0.0792 0.069
H 5.7219 0.0197 -0.7301 0.076
H 5.8218 -1.5242 0.1866 0.087
H 5.9862 -1.5954 -2.4706 0.138
H 5.0791 -3.6818 -1.2864 0.087
H 4.1337 -3.3506 -2.7397 0.071
H 3.4955 -2.7957 -1.2527 0.070
H 4.5063 0.1032 -2.8194 0.103
C 0.9759 -2.6109 -3.1642 -0.026
C 0.7055 -1.2068 -3.7918 -0.370
C -0.8029 -0.8859 -3.7820 -0.192
O -1.0164 0.2695 -4.5322 -0.217
C -2.3211 0.7236 -4.6082 -0.096
N 1.3544 -0.1720 -2.9934 0.064
H 0.9855 -2.5981 -2.0743 0.062
H 1.9346 -2.8994 -3.5953 0.065
H 0.2421 -3.3748 -3.4211 0.071
H 1.0161 -1.1441 -4.8347 0.142
H -1.0822 -0.7421 -2.7382 0.126
H -1.3580 -1.7255 -4.2004 0.110
H -2.8702 -0.0557 -5.1366 0.081
H -2.3039 1.6704 -5.1479 0.085
H -2.7611 0.9139 -3.6292 0.093
H 1.3252 0.6028 -3.6406 0.075
H 2.3338 -0.4186 -2.9874 0.043
C 0.1728 2.7036 2.6009 -0.057
C 1.0066 2.8722 3.8885 -0.435
C 2.3930 3.4290 3.5801 -0.200
O 3.2347 3.2483 4.7171 -0.197
C 4.5849 3.5094 4.5007 -0.121
N 0.1963 3.7022 4.7747 0.042
H 0.6780 2.1154 1.8348 0.048
H 0.0390 3.6826 2.1407 0.079
H -0.7956 2.2488 2.8090 0.073
H 1.1468 1.9223 4.4046 0.133
H 2.2633 4.4473 3.2134 0.133
H 2.9164 2.8617 2.8105 0.098
H 5.1589 3.2244 5.3825 0.091
H 4.7548 4.5695 4.3124 0.086
H 4.9050 2.9956 3.5943 0.077
H 0.1143 4.6003 4.3200 0.066
H 0.8385 3.8549 5.5392 0.065
C -3.6274 -3.2991 -5.3909 -0.081
C -4.3451 -3.9629 -4.2735 -0.438
C -3.9152 -3.5604 -2.8552 -0.178
O -2.5205 -3.7974 -2.5444 -0.201
C -2.2380 -3.2992 -1.2085 -0.086
N -5.7811 -3.7385 -4.4443 0.028
H -3.7148 -2.2129 -5.4154 0.066
H -4.0218 -3.6952 -6.3267 0.080
H -2.5720 -3.5664 -5.3384 0.076
H -4.1646 -5.0289 -4.4123 0.138
H -4.4899 -4.1207 -2.1176 0.123
H -4.1075 -2.5030 -2.6737 0.119
H -1.1535 -3.3397 -1.1066 0.074
H -2.6976 -3.9508 -0.4654 0.074
H -2.5386 -2.2581 -1.0914 0.074
H -6.0500 -3.6991 -5.4170 0.062
H -6.1174 -2.8332 -4.1487 0.066
C 4.2880 -1.7681 7.7182 -0.058
C 5.3485 -1.6492 6.5704 -0.423
C 4.9388 -0.6691 5.4430 -0.212
O 4.0223 -1.1993 4.5043 -0.173
C 3.7656 -0.3796 3.3153 -0.057
N 6.6087 -1.2195 7.1629 0.017
H 4.4604 -2.5759 8.4294 0.065
H 3.2959 -1.9036 7.2875 0.072
H 4.2546 -0.8707 8.3359 0.072
H 5.5026 -2.6467 6.1588 0.128
H 5.8776 -0.4067 4.9554 0.111
H 4.6110 0.2454 5.9375 0.124
H 3.3282 -1.0016 2.5343 0.067
H 4.6726 0.0122 2.8548 0.081
H 3.0226 0.3932 3.5125 0.073
H 6.8868 -1.9327 7.8218 0.069
H 7.3180 -1.3010 6.4484 0.063
C 0.1591 3.0018 -2.4739 -0.071
C -0.4572 3.7496 -3.5957 -0.433
C -0.1184 5.2708 -3.7023 -0.200
O -0.7580 5.9465 -2.6668 -0.188
C -0.3291 7.3032 -2.6235 -0.105
N -0.1390 3.0691 -4.8419 0.048
H 1.2292 2.8629 -2.6279 0.072
H -0.2381 1.9960 -2.3373 0.062
H -0.0105 3.4345 -1.4879 0.083
H -1.5254 3.6140 -3.4265 0.124
H -0.4853 5.6935 -4.6376 0.124
H 0.9566 5.3612 -3.5464 0.126
H -0.6697 7.7735 -1.7010 0.085
H -0.8376 7.8238 -3.4349 0.085
H 0.7500 7.4551 -2.6505 0.086
H -0.6992 3.4643 -5.5835 0.070
H -0.5027 2.1309 -4.7550 0.014
C -2.3670 -2.7630 2.2003 -0.061
C -3.3917 -3.8855 2.4199 -0.432
C -2.8120 -5.1853 3.0782 -0.165
O -1.8049 -5.7028 2.1737 -0.185
C -1.5750 -7.0515 2.5222 -0.135
N -4.4076 -3.3883 3.3063 0.014
H -1.4538 -3.2006 1.7970 0.067
H -2.0026 -2.2694 3.1012 0.083
H -2.7433 -1.9591 1.5677 0.059
H -3.9011 -4.1486 1.4928 0.119
H -3.6033 -5.9242 3.2053 0.115
H -2.3893 -4.8730 4.0332 0.129
H -1.1606 -7.2311 3.5143 0.088
H -0.8692 -7.4966 1.8209 0.085
H -2.4760 -7.6510 2.3922 0.082
H -4.8872 -2.5475 3.0182 0.077
H -5.0578 -4.1192 3.5575 0.068
C -6.0289 4.0016 -1.5881 -0.068
C -5.5247 2.5835 -1.3153 -0.434
C -4.1127 2.5096 -0.7161 -0.187
O -3.6625 1.1400 -0.6114 -0.203
C -2.5616 0.9397 0.3272 -0.073
N -6.5836 1.9563 -0.4865 0.023
H -6.2976 4.4472 -0.6303 0.080
H -6.9284 4.0048 -2.2036 0.074
H -5.2337 4.5666 -2.0747 0.073
H -5.5618 2.0127 -2.2432 0.124
H -4.1785 2.9437 0.2815 0.126
H -3.4536 3.1739 -1.2750 0.115
H -2.8359 1.1331 1.3643 0.085
H -1.7767 1.6558 0.0839 0.071
H -2.1400 -0.0590 0.2134 0.056
H -7.4211 1.9457 -1.0509 0.061
H -6.4302 0.9790 -0.2830 0.061
C 3.0160 3.0396 -0.0708 -0.176
O 3.9454 3.9422 0.4790 -0.112
H 3.3433 2.0308 0.1810 0.065
H 1.9566 3.1110 0.1755 0.065
H 3.0909 2.9750 -1.1563 0.065
H 4.8111 3.6339 0.2013 0.077
C 0.8277 -0.8838 0.5281 -0.152
O 0.9163 0.3355 -0.1939 -0.151
H 1.7094 -1.5029 0.3620 0.060
H 0.8313 -0.8076 1.6154 0.074
H -0.0696 -1.4161 0.2125 0.052
H 0.9010 0.1600 -1.1376 0.006
```

Entry 4:
Entry from OMol25: one molecule with the formula C5H7NOS in a non-equilibrium geometry (ωB97M-V with the def2-TZVPD basis set).

Results
- structure (SMILES) = C1=NSCC[C@H]2O[C@H]12
- HOMO (eV) = -8.69
- net charge = 0
- E (a.u.) = -722.7973
- energy above the lowest of the compared OMol25 structures with the same formula, charge and spin (kcal per mole) = 75.8

XYZ file:
```
15
Properties=species:S:1:pos:R:3:lowdin_charge:R:1
C -0.9531 -0.6716 -1.1024 -0.457
C 0.5782 -0.6421 -1.1860 -0.192
C 0.9765 -0.4027 0.2542 -0.316
C 0.7244 0.9791 0.7314 -0.285
C -0.3307 1.0008 1.7751 -0.218
H -1.2019 -1.6108 -0.5888 0.073
H -1.3654 -0.6868 -2.1628 0.094
H 0.8989 -1.6265 -1.5640 0.118
H 0.9638 0.1876 -1.8157 0.130
H 0.6605 -1.2304 0.8982 0.160
H 0.5892 1.6941 -0.0465 0.130
H -0.0457 1.0222 2.8843 0.145
N -1.5561 0.9065 1.4393 -0.261
O 1.9996 0.3732 0.7810 0.043
S -1.9381 0.7075 -0.2974 0.835
```

Entry 5:
Entry from OMol25: one molecule with the formula C28H42N4O5 (ωB97M-V with the def2-TZVPD basis set).

Results
- structure (SMILES) = CCCCCN(C(=O)CCC(=O)OCc1ccc(C(C)(C)C)cc1)c1c(N)n(CCCC)c(=O)[nH]c1=O
- HOMO (eV) = -8.43
- net charge = 0
- E (a.u.) = -1687.5127

XYZ file:
```
79
Properties=species:S:1:pos:R:3:lowdin_charge:R:1
C -3.6222 -5.5242 -0.2126 -0.113
C -2.2751 -4.8151 -0.2782 -0.266
C -1.9168 -4.1884 1.0672 -0.213
C -0.5042 -3.6084 1.1186 -0.165
C -0.2633 -2.4725 0.1220 -0.141
N -1.1655 -1.3480 0.3222 0.012
C -2.1333 -1.0938 -0.5917 -0.430
O -2.1967 -1.6996 -1.6466 0.056
C -3.1258 0.0101 -0.2570 -0.065
H -2.8011 0.5886 0.6050 0.111
H -4.0772 -0.4690 -0.0210 0.138
C -3.2892 0.9311 -1.4667 -0.061
C -1.9795 1.6287 -1.7421 -0.474
O -1.1948 1.9850 -0.8943 0.112
O -1.7726 1.7905 -3.0454 0.021
C -0.5104 2.3413 -3.4257 -0.100
C 0.6348 1.4612 -2.9988 -0.212
C 1.8221 2.0086 -2.5332 -0.030
C 2.8572 1.1900 -2.1231 -0.040
C 2.7451 -0.1986 -2.1527 -0.187
C 1.5538 -0.7345 -2.6282 -0.021
C 0.5148 0.0796 -3.0475 -0.015
H -0.4030 -0.3697 -3.3977 0.124
H 1.4108 -1.8005 -2.6821 0.106
C 3.8966 -1.0554 -1.6538 -0.554
C 3.6038 -2.5544 -1.7566 -0.056
H 2.7433 -2.8314 -1.1523 0.073
H 3.4244 -2.8480 -2.7880 0.088
H 4.4622 -3.1159 -1.3938 0.087
C 4.1575 -0.7160 -0.1787 -0.043
H 4.4678 0.3185 -0.0599 0.076
H 3.2556 -0.8731 0.4095 0.070
H 4.9454 -1.3528 0.2169 0.085
C 5.1491 -0.7547 -2.4886 -0.041
H 5.4421 0.2883 -2.4071 0.075
H 5.9804 -1.3687 -2.1495 0.085
H 4.9629 -0.9753 -3.5375 0.091
H 3.7668 1.6513 -1.7689 0.109
H 1.9358 3.0826 -2.4894 0.117
H -0.5612 2.4230 -4.5149 0.140
H -0.4021 3.3404 -2.9886 0.133
H -3.5735 0.3600 -2.3504 0.126
H -4.0531 1.6858 -1.2690 0.134
C -0.9633 -0.5583 1.4863 -0.121
C 0.0249 0.4014 1.4676 -0.205
N 0.8566 0.5234 0.3988 0.215
H 1.2694 1.4247 0.2252 0.086
H 0.5176 0.0850 -0.4461 0.081
N 0.2525 1.1941 2.5615 0.065
C -0.5008 1.0812 3.7216 -0.467
O -0.3082 1.7813 4.6886 0.087
N -1.4671 0.1171 3.6911 0.217
C -1.8155 -0.7258 2.6297 -0.419
O -2.7660 -1.4733 2.7360 0.077
H -2.0334 0.0358 4.5282 0.170
C 1.2449 2.2570 2.5163 -0.132
H 2.1630 1.8651 2.0707 0.128
C 0.7226 3.4772 1.7460 -0.177
C 1.8509 4.3973 1.2823 -0.263
C 2.6224 5.0154 2.4423 -0.105
H 3.3573 5.7262 2.0716 0.070
H 1.9442 5.5409 3.1099 0.078
H 3.1446 4.2533 3.0144 0.069
H 1.4173 5.1960 0.6771 0.107
H 2.5406 3.8382 0.6436 0.099
H 0.1465 3.1474 0.8778 0.091
H 0.0419 4.0330 2.3929 0.123
H 1.4462 2.5262 3.5546 0.124
H -0.4223 -2.8230 -0.8986 0.115
H 0.7683 -2.1184 0.2262 0.107
H -0.3158 -3.2366 2.1288 0.109
H 0.2260 -4.3939 0.9078 0.113
H -1.9949 -4.9515 1.8458 0.115
H -2.6327 -3.4022 1.3106 0.094
H -1.5008 -5.5328 -0.5638 0.110
H -2.3224 -4.0430 -1.0467 0.086
H -3.8784 -5.9516 -1.1795 0.066
H -3.6004 -6.3258 0.5235 0.068
H -4.4028 -4.8222 0.0709 0.072
```

Entry 6:
Entry from OMol25: one molecule with the formula C17H30N2 (ωB97M-V with the def2-TZVPD basis set).

Results
- structure (SMILES) = CN1CCC[C@H]1CCN[C@H]1[C@@H]2C[C@H]3C[C@@H](C2)C[C@@H]1C3
- HOMO (eV) = -8.01
- net charge = 0
- E (a.u.) = -775.2972
- energy above the lowest of the compared OMol25 structures with the same formula, charge and spin (kcal per mole) = 0.0

XYZ file:
```
49
Properties=species:S:1:pos:R:3:lowdin_charge:R:1
C 2.2340 1.2547 -1.5648 -0.108
N 2.7062 0.7539 -0.2999 -0.182
C 3.7628 1.5613 0.2858 -0.207
C 4.4881 0.6053 1.2211 -0.171
H 5.4870 0.9492 1.4837 0.106
C 4.4930 -0.6755 0.3930 -0.141
H 4.6398 -1.5691 0.9964 0.105
H 5.2921 -0.6288 -0.3493 0.112
C 3.1220 -0.6503 -0.3090 -0.315
C 2.0912 -1.5223 0.4281 -0.140
C 0.9131 -1.9888 -0.4324 -0.215
N 0.0402 -0.9157 -0.8718 -0.023
H -0.5193 -1.2389 -1.6530 0.102
C -0.8251 -0.3327 0.1389 -0.277
C -1.3832 1.0131 -0.3457 -0.246
C -2.0895 1.7044 0.8204 -0.114
C -3.2498 0.8341 1.3022 -0.299
C -2.7161 -0.5237 1.7567 -0.117
C -2.0103 -1.2114 0.5886 -0.247
C -3.0060 -1.4102 -0.5539 -0.114
C -3.5407 -0.0537 -1.0099 -0.296
C -2.3803 0.8180 -1.4874 -0.111
H -1.8875 0.3571 -2.3456 0.114
H -2.7583 1.7913 -1.8101 0.121
C -4.2446 0.6332 0.1597 -0.124
H -5.0843 0.0221 0.4999 0.118
H -4.6422 1.5989 -0.1615 0.119
H -4.2536 -0.1992 -1.8304 0.139
H -2.5305 -1.9261 -1.3926 0.113
H -3.8319 -2.0400 -0.2126 0.121
H -1.6369 -2.1883 0.9187 0.134
H -3.5413 -1.1473 2.1109 0.120
H -2.0180 -0.3903 2.5867 0.120
H -3.7534 1.3268 2.1421 0.138
H -2.4660 2.6788 0.5003 0.120
H -1.3834 1.8702 1.6370 0.120
H -0.5464 1.6263 -0.6892 0.131
H -0.1897 -0.1343 1.0076 0.142
H 1.3138 -2.4662 -1.3324 0.118
H 0.3696 -2.7658 0.1349 0.106
H 2.5885 -2.4249 0.7904 0.108
H 1.7293 -0.9669 1.2919 0.108
H 3.2165 -1.0233 -1.3384 0.141
H 3.9096 0.4626 2.1336 0.109
H 3.3267 2.4208 0.8022 0.117
H 4.4622 1.9399 -0.4814 0.117
H 1.3972 0.6376 -1.8850 0.059
H 1.8898 2.2802 -1.4294 0.082
H 3.0155 1.2537 -2.3450 0.086
```